Density functional theory data (the ωB97M-V functional and the def2-TZVPD basis) for a cluster of 2 separate species, C3H6NO2 in total in a non-equilibrium geometry.

energy relative to the best compared isomer or geometry (same formula, charge and spin) = 108.7 kcal/mol
E_tot = -8781.2696 eV
total charge = +1
largest force on an atom = 2.574 eV/Å
Kohn-Sham gap = 8.52 eV

Atoms and positions in Å:
C1 1.23 1.71 1.74
C2 -0.56 0.43 -1.69
C3 -0.39 -1.45 0.40
N1 -0.31 0.80 -0.47
O1 1.99 1.52 2.52
O2 -0.51 -0.01 0.61
H1 -0.96 -0.54 -2.23
H2 -0.23 1.09 -2.46
H3 -0.64 -1.88 1.33
H4 0.62 -1.67 0.09
H5 -1.10 -1.68 -0.43
H6 0.84 1.69 0.58